No. 1
C32H24AsCuO10PS | ωB97M-V with the def2-TZVPD basis set

Each line ends with the natural charge from an NBO analysis.
Positions of all 70 atoms, in Å:
Cu -1.25694 0.42303 0.91562  0.923
O -0.45466 2.08146 -0.36778  -0.674
C -0.66332 1.64165 -1.52703  0.760
C 0.31779 1.91343 -2.59196  -0.052
C -0.04993 1.69445 -3.92430  -0.185
C 0.80194 1.99427 -4.96390  -0.236
C 2.05174 2.52664 -4.70955  -0.206
C 2.45690 2.73953 -3.40137  -0.249
C 1.64239 2.42927 -2.31770  -0.297
P 2.29529 2.59670 -0.59122  0.891
C 2.64551 0.81850 -0.22953  -0.214
C 2.76324 0.44473 1.10588  -0.212
C 3.01098 -0.87533 1.45048  -0.208
C 3.19231 -1.82858 0.46142  -0.212
C 3.09657 -1.46149 -0.87162  -0.202
C 2.80361 -0.15192 -1.21654  -0.254
C 4.11286 2.94599 -1.03322  -0.319
C 4.56091 4.21486 -0.66731  -0.212
C 5.88628 4.59526 -0.82623  -0.229
C 6.80050 3.70255 -1.36197  -0.229
C 6.37736 2.43295 -1.73209  -0.243
C 5.05197 2.06055 -1.56490  -0.154
H -1.03114 1.27866 -4.11405  0.242
H 0.49528 1.81354 -5.98781  0.198
H 2.73036 2.74604 -5.52504  0.195
H 3.44820 3.13065 -3.21453  0.218
H 2.60814 1.19082 1.87096  0.225
H 3.02975 -1.16273 2.49422  0.208
H 3.37001 -2.86423 0.72508  0.202
H 3.21714 -2.20649 -1.65091  0.200
H 2.65985 0.10144 -2.26060  0.215
H 3.84354 4.90280 -0.23409  0.215
H 6.21069 5.58631 -0.52959  0.199
H 7.84016 3.98641 -1.47992  0.197
H 7.08635 1.72923 -2.15521  0.200
H 4.74846 1.06184 -1.84441  0.218
O -1.81994 1.85821 4.64095  -1.098
As -2.16883 1.50100 2.81567  1.574
O -2.50816 -0.41214 3.33873  -0.585
O -0.66232 1.32715 2.26170  -1.233
C -3.75028 -1.08682 1.11872  0.010
C -5.06538 -1.07694 1.48854  -0.247
C -5.92303 -0.08965 0.97637  -0.317
C -5.40697 0.88919 0.11102  -0.248
C -4.07645 0.92057 -0.22935  -0.223
C -3.17632 -0.05020 0.31107  -0.565
S -1.78029 -0.73864 -0.70632  2.220
O -1.73491 0.94176 -1.75592  -0.755
O -2.12538 -1.48764 -1.89831  -0.954
O -0.39345 -0.55594 -0.34340  -1.016
H -1.12180 1.21839 4.83546  0.457
H -5.44775 -1.83961 2.15709  0.204
H -6.97053 -0.08085 1.25121  0.179
H -6.07514 1.63091 -0.31420  0.185
H -3.69053 1.66678 -0.90665  0.226
O -1.29711 -3.46704 3.76350  -0.710
C -2.29388 -4.04868 3.06996  0.414
C -2.58219 -5.37744 3.39525  -0.312
C -3.54891 -6.08673 2.70958  -0.213
C -4.25772 -5.46854 1.68937  -0.280
C -3.99059 -4.14568 1.37367  -0.156
C -3.02232 -3.41493 2.05294  -0.150
C -2.65658 -2.04374 1.50600  0.458
O -1.88951 -2.22412 0.39285  -0.722
O -1.78412 -1.31489 2.49441  -0.386
H -1.22025 -2.53812 3.43931  0.516
H -1.98947 -5.84058 4.17458  0.201
H -3.74287 -7.12271 2.96527  0.189
H -5.00606 -6.01375 1.12725  0.192
H -4.52110 -3.66139 0.56440  0.227

Forces on atoms 1 to 3 (eV/Å):
-1.3 1.1 0.9
0.8 0.4 -2.2
-1.2 0.2 2.9

Computed properties:
**Charge**: -2
**Multiplicity**: 2
**HOMO (alpha / beta)**: 0.61 / -2.14 eV
**HOMO-LUMO gap (alpha / beta)**: 3.40 / 6.15 eV
**⟨S²⟩**: 0.772

No. 2
C5H9CsO4 | ωB97M-V with the def2-TZVPD basis set

Each line ends with the natural charge from an NBO analysis.
Positions of all 19 atoms, in Å:
O 0.71130 -5.65486 6.15134  -0.504
C -0.59117 -5.54454 6.42061  0.984
C 1.26913 -4.34635 6.12936  -0.041
O -1.44932 -6.10216 5.76991  -0.625
O -0.80380 -4.42411 7.09352  -0.480
C 0.42109 -3.66356 7.19072  -0.131
Cs -3.97819 -6.79083 2.56984  0.999
H 2.34377 -4.40192 6.31008  0.217
H 0.21380 -2.60588 6.99409  0.215
H 0.79696 -3.76453 8.21758  0.206
H 1.09554 -3.83791 4.67354  0.156
C 0.69258 -3.52663 2.94865  -0.368
C -0.36524 -2.71593 2.27377  -0.137
O -1.32926 -3.57649 1.67015  -0.749
H 1.64199 -2.99142 3.04154  0.202
H 0.87805 -4.50789 2.49633  0.204
H 0.08412 -2.08342 1.48602  0.192
H -0.86295 -2.03044 2.97944  0.183
H -1.76835 -3.10752 0.95467  0.476

Forces on atoms 1 to 3 (eV/Å):
1.1 -0.8 -0.2
-0.8 1.4 -3.2
-0.2 0.5 -2.2

Computed properties:
**Charge**: +1
**Multiplicity**: 2
**HOMO (alpha / beta)**: -10.89 / -12.77 eV
**HOMO-LUMO gap (alpha / beta)**: 7.38 / 9.25 eV
**⟨S²⟩**: 0.765

No. 3
C16H54N4O9 | ωB97M-V with the def2-TZVPD basis set

Each line ends with the Löwdin charge.
Positions of all 83 atoms, in Å:
C 1.56400 1.99675 -2.09077  -0.113
O 1.75963 3.23045 -1.44991  -0.180
C 2.05718 3.08917 -0.08029  -0.222
C 2.67690 4.38602 0.42786  -0.446
C 3.32258 4.20307 1.79569  -0.064
N 1.75660 5.51980 0.47074  0.035
H 2.40423 1.31884 -1.87917  0.087
H 1.52375 2.15058 -3.16694  0.095
H 0.65858 1.48162 -1.74880  0.059
H 1.14589 2.86465 0.49543  0.132
H 2.78296 2.27979 0.08285  0.118
H 3.46270 4.65087 -0.28577  0.140
H 2.58797 4.32944 2.59357  0.075
H 4.08367 4.96983 1.93476  0.076
H 3.78752 3.22271 1.89145  0.073
H 1.00911 5.34076 1.13593  0.067
H 1.29669 5.61109 -0.43115  0.068
C -2.25732 -0.46654 2.50635  -0.104
O -2.07966 -1.57458 3.34686  -0.210
C -2.09998 -1.25374 4.70693  -0.241
C -2.21680 -2.53182 5.49702  -0.458
C -3.49410 -3.26870 5.18770  -0.063
N -2.16922 -2.18043 6.92569  0.035
H -3.18776 0.05564 2.75173  0.093
H -2.32264 -0.85943 1.49260  0.081
H -1.41071 0.22571 2.57876  0.084
H -1.19161 -0.68978 4.98304  0.128
H -2.94500 -0.58729 4.95332  0.133
H -1.35620 -3.15912 5.21589  0.135
H -4.36739 -2.62566 5.32954  0.086
H -3.61549 -4.15521 5.81178  0.076
H -3.53071 -3.59713 4.14679  0.075
H -1.27360 -1.73235 7.11149  0.071
H -2.13453 -3.03684 7.47036  0.071
C 4.10454 -4.30581 0.60993  -0.118
O 3.40669 -3.68875 1.65197  -0.175
C 2.79390 -2.49571 1.23740  -0.239
C 2.23984 -1.76105 2.42717  -0.401
C 1.11158 -2.55753 3.07537  -0.054
N 1.75055 -0.40908 2.00646  0.057
H 3.49819 -4.35822 -0.30920  0.083
H 4.37236 -5.31138 0.92412  0.087
H 5.01729 -3.75433 0.34190  0.093
H 3.49268 -1.86236 0.66875  0.134
H 1.97005 -2.71943 0.53583  0.115
H 3.01875 -1.55628 3.16428  0.134
H 0.22280 -2.48974 2.44058  0.070
H 0.86348 -2.19430 4.07357  0.073
H 1.34520 -3.62053 3.16360  0.081
H 0.82349 -0.32083 2.41036  0.037
H 1.60166 -0.36719 1.00196  0.033
C -2.06909 1.75689 -2.21483  -0.106
O -3.11288 1.99113 -3.13614  -0.174
C -2.73349 1.75976 -4.47426  -0.224
C -1.96141 2.92322 -5.09015  -0.445
C -2.80008 4.19031 -5.15460  -0.056
N -1.40189 2.60341 -6.40531  0.041
H -1.35034 2.58598 -2.16364  0.082
H -1.46490 0.88964 -2.51722  0.062
H -2.52877 1.59959 -1.24268  0.090
H -2.14112 0.83849 -4.58016  0.108
H -3.66462 1.59784 -5.03392  0.128
H -1.10959 3.10842 -4.42312  0.131
H -2.82059 4.67497 -4.17488  0.078
H -3.84339 3.98556 -5.40738  0.079
H -2.36585 4.90424 -5.85011  0.076
H -0.78564 1.80125 -6.37971  0.067
H -2.13745 2.43377 -7.08106  0.071
O 1.01909 -0.89261 -4.83721  -0.070
H 0.17075 -1.08059 -4.42209  -0.018
H 1.67710 -1.05232 -4.14763  -0.005
O -1.83152 -3.40901 -0.83194  -0.030
H -1.58355 -4.33756 -0.88539  0.069
H -2.74210 -3.40444 -0.52049  0.068
O 0.50555 -1.11633 -0.79310  -0.068
H -0.10858 -1.55236 -0.19272  0.037
H 0.04326 -1.09339 -1.64313  0.008
O -1.14984 -1.69483 -2.98192  -0.066
H -1.31009 -2.40176 -2.33296  0.014
H -1.97475 -1.62081 -3.47148  0.069
O 2.85379 -1.58791 -2.41185  -0.056
H 2.13926 -1.30104 -1.82516  -0.009
H 2.72239 -2.53518 -2.50915  0.046

Forces on atoms 1 to 3 (eV/Å):
0.3 -0.5 0.1
-0.1 0.1 -0.1
0.2 0.2 0.3

Computed properties:
**SMILES**: COC[C@H](C)N.COC[C@H](C)N.COC[C@H](C)N.COC[C@H](C)N.O.O.O.O.O
**HOMO**: -8.93 eV
**HOMO-LUMO gap**: 8.46 eV

No. 4
C6H13N3 | ωB97M-V with the def2-TZVPD basis set

Each line ends with the natural charge from an NBO analysis.
Positions of all 22 atoms, in Å:
H 0.73468 -1.35433 2.10600  0.350
N -0.11240 -1.13993 1.57753  -0.705
C 0.15530 -0.40108 0.54715  0.427
C 1.66172 -0.00640 0.35790  -0.037
C 2.49124 -0.92940 -0.14204  -0.408
C 2.03399 1.36891 0.79544  -0.650
N -0.74543 -0.04228 -0.43560  -0.317
C -0.37533 0.63702 -1.67209  -0.421
N -2.10022 0.32562 0.10939  -0.447
C -2.91576 -0.87193 0.29112  -0.425
H 2.13008 -1.90298 -0.46089  0.209
H 3.55558 -0.73801 -0.23888  0.195
H 1.73742 1.53254 1.83679  0.229
H 3.11448 1.53642 0.72771  0.218
H 1.54135 2.12575 0.17823  0.219
H 0.54671 0.25258 -2.11826  0.230
H -1.14735 0.51541 -2.43888  0.208
H -0.25266 1.71112 -1.50403  0.179
H -2.57699 0.92362 -0.56549  0.350
H -2.58676 -1.47626 1.14012  0.231
H -3.94533 -0.57251 0.51946  0.195
H -2.94434 -1.49389 -0.61068  0.170

Forces on atoms 1 to 3 (eV/Å):
-0.2 0.4 -0.2
-0.7 0.8 -1.1
2.4 -0.8 0.7

Computed properties:
**SMILES**: [H]/N=C(\C(=C)C)N(C)NC
**HOMO**: -8.26 eV
**HOMO-LUMO gap**: 9.11 eV

No. 5
C14H48O10 | ωB97M-V with the def2-TZVPD basis set

Each line ends with the Löwdin charge.
Positions of all 72 atoms, in Å:
C -16.76282 -4.03032 17.58056  -0.048
C -17.33745 -3.14952 18.68082  -0.479
C -18.75150 -3.55076 19.07420  -0.056
O -16.51927 -3.13290 19.85410  -0.089
H -15.91606 -3.51621 17.11810  0.078
H -17.47766 -4.27958 16.80095  0.076
H -16.32452 -4.92441 18.03332  0.076
H -17.33772 -2.10084 18.37133  0.137
H -19.24966 -2.86032 19.75557  0.063
H -18.73452 -4.49462 19.63181  0.072
H -19.39272 -3.70447 18.20367  0.083
H -16.55415 -4.03862 20.20520  0.030
C -21.04289 -4.56129 21.63136  -0.062
C -21.45298 -3.51954 22.65503  -0.498
C -20.85504 -2.16641 22.30339  -0.060
O -22.86735 -3.32919 22.73040  -0.049
H -19.95510 -4.57995 21.52449  0.058
H -21.35829 -4.20174 20.64687  0.085
H -21.36662 -5.58199 21.83074  0.078
H -21.09455 -3.80162 23.65271  0.133
H -21.27278 -1.72387 21.40165  0.087
H -19.76781 -2.23621 22.23152  0.056
H -21.02766 -1.48033 23.13707  0.082
H -23.24566 -4.15368 23.05356  0.086
C -16.69364 -2.86537 23.27283  -0.047
C -16.09507 -3.66920 24.42309  -0.443
C -17.12201 -3.82077 25.52916  -0.061
O -15.68254 -4.97400 23.97980  -0.072
H -16.54936 -1.80372 23.51484  0.069
H -17.77671 -2.97462 23.21834  0.070
H -16.19324 -2.95276 22.31086  0.062
H -15.20908 -3.19169 24.85381  0.131
H -17.62853 -2.85399 25.63299  0.086
H -16.69393 -3.89897 26.52904  0.058
H -17.85104 -4.60568 25.33835  0.089
H -14.90720 -4.84899 23.41967  0.031
C -15.36341 -1.51388 28.25840  -0.060
C -15.70190 -0.38127 27.29171  -0.474
C -16.41050 0.74962 27.99249  -0.056
O -14.46743 0.18694 26.81202  -0.068
H -15.06643 -1.14457 29.24162  0.078
H -14.58060 -2.20946 27.95261  0.077
H -16.26295 -2.11383 28.44364  0.071
H -16.19283 -0.74779 26.38516  0.123
H -17.45150 0.51446 28.22131  0.082
H -16.35709 1.65770 27.39489  0.082
H -15.93546 0.93686 28.95661  0.080
H -13.90299 -0.46977 26.39847  0.071
C -16.60236 -0.09137 21.05199  -0.149
O -17.17151 1.08967 20.46634  -0.133
H -16.29519 0.12291 22.07486  0.067
H -17.39990 -0.84025 21.03586  0.062
H -15.79428 -0.43569 20.41693  0.080
H -17.83842 1.47595 21.03519  0.065
C -18.08695 -5.43906 28.48636  -0.155
O -17.45089 -4.82870 29.60657  -0.124
H -18.12137 -4.72033 27.66940  0.036
H -17.44202 -6.25146 28.14119  0.084
H -19.12085 -5.72725 28.67737  0.082
H -17.79598 -5.22962 30.40742  0.069
O -13.97408 -0.85208 23.19702  -0.062
H -13.97872 -1.47603 22.46462  0.028
H -13.35502 -1.23839 23.83066  0.001
O -13.06636 -5.21353 22.70059  -0.041
H -12.18131 -5.39144 22.36154  0.072
H -13.60836 -5.93284 22.35992  0.050
O -16.25700 -5.65872 21.25492  -0.043
H -15.52696 -6.17604 20.90056  0.048
H -16.35410 -5.93299 22.18071  0.044
O -11.94913 -2.83250 23.91250  -0.049
H -11.20076 -2.75727 23.31240  0.053
H -12.46486 -3.58585 23.58574  0.001

Forces on atoms 1 to 3 (eV/Å):
0.8 0.3 0.3
-0.5 0.6 0.5
-0.3 -0.5 0.1

Computed properties:
**SMILES**: CC(C)O.CC(C)O.CC(C)O.CC(C)O.CO.CO.O.O.O.O
**HOMO**: -9.67 eV
**HOMO-LUMO gap**: 9.27 eV

No. 6
C4H5N3O | ωB97M-V with the def2-TZVPD basis set

Each line ends with the natural charge from an NBO analysis.
Positions of all 13 atoms, in Å:
C -1.84650 -0.72719 -0.22534  0.175
C 0.25803 -0.28880 0.10739  0.052
C -0.02237 -1.64337 0.27178  -0.074
C 1.53021 0.49953 0.22453  -0.309
N -1.35585 -1.84190 0.21838  -0.459
N -0.94474 0.23194 -0.31840  -0.526
N 2.27124 -0.01424 -1.00976  0.027
O 3.21002 -0.74655 -0.76276  -0.199
H -2.94921 -0.46187 -0.42653  0.190
H 1.14034 1.50400 -0.14058  0.224
H 2.09244 0.40459 1.23314  0.255
H -1.29408 1.11903 -0.67062  0.425
H 0.53635 -2.51569 0.49974  0.218

Forces on atoms 1 to 3 (eV/Å):
-3.7 -0.1 0.0
0.6 -1.3 0.4
-0.2 1.3 1.1

Computed properties:
**Multiplicity**: 3
**HOMO (alpha / beta)**: -7.87 / -8.93 eV
**HOMO-LUMO gap (alpha / beta)**: 8.57 / 7.77 eV
**⟨S²⟩**: 2.008

No. 7
C3H5N3 | ωB97M-V with the def2-TZVPD basis set

Each line ends with the natural charge from an NBO analysis.
Positions of all 11 atoms, in Å:
C 0.06131 -0.30600 -1.68825  -0.648
C -0.18432 0.18730 -0.25638  0.143
C 0.15381 -0.72798 0.85935  -0.103
N 0.00918 -0.10534 1.98667  -0.211
N -0.47514 1.10254 1.70057  -0.242
N -0.54119 1.34231 0.26517  -0.251
H 1.08571 -0.69891 -1.66491  0.229
H -0.58859 -1.16518 -1.89653  0.230
H 0.00360 0.35878 -2.56152  0.238
H 0.48431 -1.76780 0.93962  0.217
H -0.00868 1.78027 2.31621  0.399

Forces on atoms 1 to 3 (eV/Å):
-0.1 0.1 0.4
0.4 -0.8 1.1
-0.2 0.2 -0.2

Computed properties:
**SMILES**: Cc1cn[nH]n1
**HOMO**: -9.89 eV
**HOMO-LUMO gap**: 10.95 eV

No. 8
C17H29Cl19NO2 | ωB97M-V with the def2-TZVPD basis set

Each line ends with the natural charge from an NBO analysis.
Positions of all 68 atoms, in Å:
C 3.80625 -0.30432 0.63754  -0.621
C 3.75990 -0.03852 -0.86451  -0.439
C 2.95854 1.20026 -1.20634  -0.079
O 2.04286 0.87817 -2.25079  -0.499
C 1.17170 1.88452 -2.52266  0.100
N 0.11654 1.97204 -1.43372  -0.357
C -1.19906 1.48200 -1.95794  -0.214
C -2.32069 1.56823 -0.94483  -0.409
C -3.54303 0.81774 -1.38494  -0.224
C -3.33789 -0.69085 -1.24958  -0.610
C -4.67814 1.22128 -0.46610  -0.597
C -0.01255 3.29846 -0.79723  -0.338
C 1.29826 3.85244 -0.29662  0.515
O 1.95577 4.56443 -0.92828  -0.446
Cl 1.79298 3.35546 1.30446  -0.002
H 4.69527 0.09137 1.08230  0.219
H 2.97509 0.15140 1.14489  0.198
H 3.73843 -1.35497 0.81257  0.228
H 3.28133 -0.88007 -1.32063  0.224
H 4.75180 0.03933 -1.25479  0.226
H 2.41644 1.47373 -0.31562  0.150
H 3.62138 1.99479 -1.49765  0.194
H 1.66708 2.82608 -2.67745  0.205
H 0.68176 1.61874 -3.42828  0.211
H 0.38289 1.29988 -0.72025  0.450
H -1.04194 0.45550 -2.21696  0.232
H -1.47217 2.00594 -2.85075  0.225
H -1.97322 1.23512 0.02041  0.208
H -2.58684 2.60513 -0.83554  0.212
H -3.83138 1.01858 -2.40024  0.209
H -2.81081 -0.92986 -0.34576  0.201
H -4.29889 -1.15015 -1.17237  0.230
H -2.82290 -1.08191 -2.09986  0.204
H -4.45562 0.89431 0.51524  0.208
H -4.80116 2.28000 -0.45135  0.212
H -5.58659 0.74044 -0.75201  0.219
H -0.68801 3.25142 0.02601  0.258
H -0.39585 3.99856 -1.51276  0.251
C 5.12339 -3.75332 -1.18844  -0.289
Cl 5.53424 -2.50594 -2.36633  0.027
Cl 5.59630 -3.26132 0.44032  0.022
Cl 3.40042 -4.12900 -1.24604  0.020
H 5.67320 -4.64933 -1.43965  0.239
C 4.54123 -6.66232 1.27428  -0.292
Cl 6.20611 -7.23415 1.35623  0.027
Cl 3.62052 -7.57124 0.07560  0.020
Cl 3.76581 -6.73920 2.85559  0.020
H 4.55731 -5.62626 0.96948  0.221
C 2.02799 1.16389 4.91292  -0.285
Cl 2.42741 2.79596 4.36452  0.010
Cl 2.79764 -0.00593 3.84063  0.017
Cl 2.50541 0.91452 6.58552  0.048
H 0.95685 1.03966 4.84186  0.224
C 0.38463 -2.83031 1.94268  -0.280
Cl -0.06653 -1.75932 3.27271  0.013
Cl 1.28832 -1.92810 0.71675  -0.012
Cl 1.33076 -4.19126 2.52246  0.051
H -0.51814 -3.20822 1.48668  0.233
C -4.99109 -2.25344 2.71552  -0.285
Cl -5.84443 -1.03824 1.76760  0.016
Cl -4.88430 -3.77772 1.84213  0.032
Cl -3.38342 -1.65443 3.14681  0.003
H -5.54060 -2.42011 3.62999  0.236
C -6.33803 4.84093 -2.25949  -0.281
Cl -7.00815 3.77108 -1.03009  0.030
Cl -4.57026 4.90496 -2.13456  -0.017
Cl -6.82549 4.33165 -3.87114  0.040
H -6.71951 5.83628 -2.08779  0.236

Forces on atoms 1 to 3 (eV/Å):
0.2 0.4 -0.4
-0.4 0.2 0.7
0.6 -0.9 0.2

Computed properties:
**Charge**: +1
**HOMO**: -12.63 eV
**HOMO-LUMO gap**: 9.69 eV